The following is a DFT calculation (the ωB97M-V functional and the def2-TZVPD basis) of C6H9CdO4 as an isolated structure.

Its relative energy (zero: lowest compared OMol25 entry of this formula, charge and spin) is 1.300 eV. For the HOMO-LUMO gap, the calculation gives 6.8 eV. The total charge is +1. The HOMO energy is -12.35 eV.

XYZ file:
```
20
Properties=species:S:1:pos:R:3:forces:R:3:nbo_charge:R:1
H 0.5695 2.4404 0.0642 -0.043 -0.214 0.279 0.235
H -0.1554 6.0365 1.2789 0.070 0.160 -0.027 0.166
H -0.2036 8.3623 2.2102 0.251 -0.079 -0.041 0.231
C 0.7692 1.8648 0.9722 0.571 0.211 -0.985 0.107
O 2.9837 4.3797 0.4705 1.777 0.312 -1.775 -0.794
H 0.1903 7.2312 0.0032 0.110 -0.167 0.235 0.211
C 0.5515 6.8077 0.9479 -0.194 0.019 0.239 -0.063
H 1.9329 0.3787 1.9295 0.048 0.123 -0.214 0.247
O 1.7992 6.1668 0.6293 0.341 -0.125 -0.702 -0.498
Cd 2.9015 3.2627 2.1387 2.360 -1.364 -0.238 1.704
C 0.7586 7.8802 1.9913 -0.040 0.187 0.131 -0.638
H -0.6439 3.5270 3.3939 0.291 0.694 -0.508 0.216
C 2.0538 4.9673 1.0854 -2.062 1.901 -0.115 0.172
H 2.4042 0.8620 0.1633 -0.232 -0.064 0.235 0.264
O -0.1276 2.1770 1.9833 -0.348 1.559 -0.409 -0.461
H 1.4550 8.6476 1.6276 -0.181 -0.233 0.121 0.232
C 0.2282 3.1461 2.8483 1.066 -3.871 2.286 0.720
C 1.7854 1.0074 1.0496 -0.204 -0.155 0.418 -0.520
O 1.3682 3.0811 3.3562 -3.493 1.004 1.307 -0.740
H 1.1521 7.4559 2.9251 -0.087 0.102 -0.240 0.210
```
Forces are in eV/Å.

---

The following is a DFT calculation (the ωB97M-V functional and the def2-TZVPD basis) of one molecule with the formula C10H11NO2.

Its relative energy (zero: lowest compared OMol25 entry of this formula, charge and spin) is 4.720 eV. For the HOMO-LUMO gap (spin up / spin down), the calculation gives 6.6 / 7.4 eV. The total charge is 0. The HOMO energy (spin up / spin down) is -6.97 / -7.22 eV.

XYZ file:
```
24
Properties=species:S:1:pos:R:3:forces:R:3:nbo_charge:R:1
C -0.9041 0.3643 -0.8191 1.075 1.979 -1.359 -0.182
C 1.9967 -0.6283 -0.1779 -0.634 -0.883 -0.540 0.518
H 0.9791 -0.0315 2.1348 0.624 1.445 -1.860 0.207
H -3.7408 -1.3493 0.8423 -3.659 -2.340 2.199 0.196
C -2.9832 -0.8772 0.4361 3.476 1.436 -2.611 -0.198
C 2.6319 1.7708 -0.3418 -2.125 0.997 3.806 -0.404
H 0.4938 1.7250 1.6917 1.371 -1.163 -1.461 0.205
C -1.7059 -1.4397 0.5398 0.688 1.490 -0.601 -0.193
H -0.0801 0.9612 -1.3884 -1.408 -1.382 1.159 0.207
H 1.8663 2.3690 -0.8653 0.633 0.756 0.855 0.213
C -0.6061 -0.7902 -0.0900 -1.927 0.397 -0.116 -0.109
H 1.7255 -3.0145 -0.0615 0.006 0.766 -0.122 0.512
H 3.2013 1.4018 -1.0565 2.809 -1.986 -3.298 0.222
H -1.4507 -2.3014 1.1257 -0.421 -0.371 0.226 0.223
O 0.8155 -2.6747 -0.1136 -0.729 0.352 0.236 -0.656
C -3.2712 0.2276 -0.3879 -1.009 -0.408 1.653 -0.209
H -4.3749 0.5401 -0.4583 2.029 -0.239 -0.120 0.220
H 3.3161 2.1265 0.4857 -1.061 0.739 -1.277 0.221
O 3.0017 -1.1837 -0.6342 -0.025 0.407 0.257 -0.661
C 1.0945 0.8049 1.3362 -1.447 0.071 3.665 -0.179
N 1.8995 0.6699 0.2697 -0.275 0.017 0.410 -0.407
C -2.1892 0.9075 -0.9123 -0.283 -1.084 -0.424 -0.228
C 0.7269 -1.3118 -0.0225 1.814 -1.772 -0.266 0.267
H -2.4424 1.7335 -1.5328 0.480 0.776 -0.412 0.214
```
Forces are in eV/Å.

---

The following is a DFT calculation (the ωB97M-V functional and the def2-TZVPD basis) of one molecule with the formula C13H13NO2.

Its relative energy (zero: lowest compared OMol25 entry of this formula, charge and spin) is 6.363 eV. For the HOMO-LUMO gap, the calculation gives 7.8 eV. The total charge is 0. Its structure (SMILES) is CCCNC1=CC(=O)c2ccccc2C1=O. The HOMO energy is -8.94 eV.

XYZ file:
```
29
Properties=species:S:1:pos:R:3:forces:R:3:nbo_charge:R:1
C 0.2072 1.5077 0.0188 0.681 0.367 3.251 0.134
C -0.9601 1.1311 -1.0360 -0.349 0.300 -1.416 0.529
C -3.1865 -1.0180 1.7368 0.832 0.524 -4.127 -0.193
H 4.0619 -0.0858 -1.9211 -0.604 0.714 1.582 0.217
C 2.0817 0.7041 -1.2703 1.086 0.142 -0.451 -0.230
H 1.4386 -0.2114 -1.0432 0.971 0.948 -0.701 0.185
H 4.2145 1.3130 -0.7021 -0.941 -1.240 -0.515 0.212
C 3.8299 -0.6918 0.2471 0.799 -0.104 -0.633 -0.632
C -2.6792 -1.0109 -1.4068 -0.927 0.029 4.082 -0.185
C -1.5205 1.1737 1.9247 -0.488 0.786 0.815 0.540
C -0.0214 1.5130 1.4355 -1.546 -0.577 -2.926 -0.338
H -3.3158 -0.9658 2.8662 0.054 -0.199 -1.818 0.250
H 3.1970 -1.6446 0.1316 0.731 1.607 0.175 0.214
H -4.5648 -2.8287 1.3091 1.036 1.134 -0.985 0.235
H 3.6819 -0.2215 1.2746 0.039 -0.681 -1.351 0.206
C 3.6211 0.3633 -0.9533 -0.318 -0.570 -0.036 -0.418
H -4.1759 -2.7989 -1.4006 0.892 1.247 1.242 0.233
C -2.2608 0.0224 1.0675 -0.884 -1.745 -1.687 -0.095
O -1.0522 1.6396 -2.1778 0.554 -1.896 4.025 -0.493
H 2.0245 1.0420 -2.3599 -0.210 -0.749 1.446 0.214
C -3.6441 -2.0401 -0.7278 1.578 2.112 1.954 -0.212
H 2.1917 1.8500 0.4275 -0.894 0.228 -0.710 0.365
H 0.8287 1.7706 2.1529 -1.610 -0.283 -0.966 0.239
N 1.5853 1.8476 -0.4192 -1.662 -1.781 0.395 -0.606
H -2.5311 -1.0359 -2.5399 -0.144 0.181 1.961 0.252
O -2.1060 1.7637 2.8613 2.078 -2.162 -2.845 -0.516
C -3.8835 -2.0624 0.8150 2.303 2.618 -1.373 -0.204
H 4.9276 -1.0419 0.1745 -1.660 0.556 0.343 0.218
C -1.9897 0.0159 -0.4852 -1.398 -1.507 1.269 -0.123
```
Forces are in eV/Å.

---

The following is a DFT calculation (the ωB97M-V functional and the def2-TZVPD basis) of a 2-piece molecular cluster, C3H5NO2 overall.

Its relative energy (zero: lowest compared OMol25 entry of this formula, charge and spin) is 3.064 eV. For the HOMO-LUMO gap, the calculation gives 8.9 eV. The total charge is 0. Its structure (SMILES) is N#CC=O.CO. The HOMO energy is -10.10 eV.

XYZ file:
```
11
Properties=species:S:1:pos:R:3:forces:R:3:nbo_charge:R:1
C 2.3282 0.5250 -0.2041 -0.437 -0.729 0.527 0.141
N 2.6226 1.6233 -0.2415 0.382 1.375 -0.440 -0.206
H -1.1692 0.1772 -1.5054 -0.311 -0.190 -0.377 0.456
O -2.0620 0.1084 -1.1482 0.838 -1.086 -1.413 -0.707
C -1.9079 0.1959 0.2307 2.499 1.883 -0.295 -0.231
H 2.8717 -1.4645 0.3157 0.637 -0.650 0.072 0.165
H -1.5970 -0.6202 0.8361 0.487 -1.412 -0.207 0.164
O 0.8894 -1.1662 0.5765 2.161 0.704 -0.734 -0.434
H -1.1424 1.0084 0.3792 -0.982 -0.414 0.687 0.146
C 2.0188 -0.8205 0.2473 -2.639 -0.737 0.550 0.333
H -2.8522 0.4331 0.5136 -2.635 1.257 1.628 0.172
```
Forces are in eV/Å.

---

The following is a DFT calculation (the ωB97M-V functional and the def2-TZVPD basis) of C17H24N6Pd as an isolated structure.

For the HOMO-LUMO gap (spin up / spin down), the calculation gives 6.9 / 6.9 eV. The total charge is +2. The HOMO energy (spin up / spin down) is -12.92 / -12.92 eV.

XYZ file:
```
48
Properties=species:S:1:pos:R:3:forces:R:3:nbo_charge:R:1
N 0.3812 0.6729 -1.4066 0.176 -0.324 0.350 -0.629
C 1.0391 3.0516 -1.7605 0.538 -0.185 0.785 -0.252
H -0.0285 2.2127 -0.0755 0.083 -0.035 0.033 0.212
H 0.9825 -3.4499 1.9326 0.040 0.319 0.027 0.233
C -0.5183 2.0009 -3.3083 -0.438 -0.800 -0.193 -0.251
H 0.3182 1.7533 -3.9648 -0.001 0.168 0.061 0.232
C 1.3621 -3.2394 -0.7700 -0.084 -0.340 -0.753 -0.134
C -0.9529 0.4633 2.7471 -1.041 0.036 -0.467 0.283
H -0.9682 3.4828 -1.9472 0.182 0.069 -0.227 0.436
H -1.9790 -2.5967 -0.2480 0.286 -0.058 -0.080 0.242
H -3.5071 -0.0666 0.9322 -0.143 -0.027 -0.083 0.227
Pd 0.0956 -0.9599 0.4736 0.536 -1.774 -1.019 0.645
H 3.4174 -0.0003 1.8612 0.153 -0.060 -0.001 0.233
H 2.2609 -3.3901 -2.6997 0.047 0.039 0.043 0.239
N -1.4864 0.1038 1.5797 0.090 0.613 1.012 -0.538
C 0.4666 0.4486 2.9482 0.985 0.107 -0.048 0.290
N 1.3011 0.1797 1.9438 -0.883 -0.032 0.503 -0.515
H 3.2525 0.5862 4.5408 0.123 0.030 0.160 0.251
H 1.8650 2.7982 -2.4275 -0.151 0.069 -0.102 0.232
C 1.3596 -3.1549 -2.1497 0.620 -0.145 0.820 -0.237
C -1.0148 -2.6290 -0.7585 0.375 0.154 1.415 -0.218
H -4.0611 0.8197 3.4692 -0.183 0.026 0.141 0.247
H -0.8483 -3.1694 1.8903 0.205 -0.034 -0.111 0.229
H 1.1645 0.2737 -1.9281 -0.202 -0.012 0.188 0.394
C 0.1149 -3.0963 1.3882 -0.262 1.372 -0.579 -0.305
H -1.6300 1.1211 -1.6688 -0.008 -0.025 -0.023 0.211
H -0.0714 4.0384 -3.2259 -0.054 -0.141 0.139 0.453
H -1.4057 2.1613 -3.9206 0.042 0.119 0.039 0.251
C -3.1253 0.6222 2.9899 -0.393 -0.080 -0.312 -0.052
N -1.9317 0.7960 3.6223 0.382 -0.053 0.058 -0.481
H 1.2882 3.9751 -1.2378 -0.106 0.037 -0.098 0.249
C -0.9720 -2.5430 -2.1419 0.636 -0.060 -1.421 -0.197
C 0.7761 1.9191 -0.7603 0.209 0.190 -0.160 -0.253
N 1.1653 0.6501 4.0911 -0.511 -0.053 -0.194 -0.474
C -2.8328 0.1866 1.7265 -0.205 0.277 0.450 -0.083
C 0.1604 -3.0345 -0.0248 -0.250 -0.472 -0.574 -0.179
H -1.8195 1.1063 4.5751 -0.046 -0.015 -0.059 0.436
C 0.2041 -2.8062 -2.8451 -1.213 0.299 0.565 -0.190
H 1.6738 1.7491 -0.1626 -0.142 0.081 -0.040 0.258
C -0.7594 0.8816 -2.2888 0.039 0.060 -0.195 -0.253
H 0.2154 -2.7699 -3.9234 -0.055 -0.024 -0.118 0.233
H -0.9772 -0.0413 -2.8269 -0.012 0.085 0.061 0.258
H -1.8783 -2.3154 -2.6862 -0.066 -0.020 -0.026 0.220
H 2.2585 -3.5581 -0.2551 0.012 0.043 0.091 0.235
N -0.1862 3.2513 -2.5763 -0.171 0.489 -0.162 -0.492
C 2.5529 0.1916 2.4664 0.261 0.142 0.533 -0.073
H 0.7931 0.8386 5.0084 0.032 0.008 -0.034 0.437
C 2.4847 0.4851 3.8020 0.569 -0.062 -0.397 -0.061
```
Forces are in eV/Å.

---

The following is a DFT calculation (the ωB97M-V functional and the def2-TZVPD basis) of C12H44BCrO12S2 as an isolated structure.

For the HOMO-LUMO gap (spin up / spin down), the calculation gives 8.5 / 8.7 eV. The total charge is +1. As for the multiplicity: 5. As for the expectation value of S²: 6.004. The HOMO energy (spin up / spin down) is -12.19 / -12.20 eV.

XYZ file:
```
72
Properties=species:S:1:pos:R:3:forces:R:3:mulliken_spin:R:1
C -24.3074 -14.5956 -10.1436 0.194 -0.101 0.219 0.000
H -23.0770 -24.0773 -9.6652 -0.657 0.092 0.380 -0.001
H -21.8822 -19.3007 -8.9371 -0.421 -0.216 0.043 0.000
O -24.3383 -24.7988 -13.5064 -0.516 0.539 1.199 0.000
O -25.4647 -26.0022 -5.8363 1.236 -1.248 -0.361 0.000
C -25.3553 -28.3550 -7.2106 0.870 0.649 0.826 0.000
H -17.8194 -20.3469 -14.0029 -0.032 0.014 -0.234 -0.002
Cr -21.5159 -19.9754 -13.2422 -0.065 -0.234 0.316 3.940
H -24.8144 -21.3198 -13.7741 0.316 0.156 -0.221 -0.003
O -23.6489 -19.6040 -13.9350 1.702 0.143 0.071 0.023
H -17.7124 -21.2593 -12.5290 -0.098 -0.304 -0.026 0.001
C -18.4198 -20.8835 -13.2683 1.939 -0.623 -0.491 0.007
H -22.4102 -17.7711 -8.2075 0.399 0.175 -0.219 0.000
H -24.8401 -29.3122 -7.1297 0.352 0.295 0.207 0.000
H -23.1968 -21.6275 -9.3958 0.070 -0.775 0.280 0.000
H -20.9202 -21.2964 -15.8022 0.153 0.348 -0.037 0.006
C -22.7959 -24.8768 -8.9797 1.577 -0.189 -0.490 0.000
H -23.5875 -18.5848 -9.1951 0.297 -0.477 -0.552 0.000
H -20.7152 -23.6141 -11.4917 0.148 0.178 0.156 0.005
H -24.7949 -24.6345 -11.4218 -0.305 -0.095 -0.171 -0.001
C -20.6581 -25.3009 -12.3929 -0.181 0.383 -0.401 0.000
H -18.7775 -19.5114 -11.9853 -0.374 0.316 0.159 0.004
H -24.7400 -14.5551 -11.1433 0.519 -0.069 -0.180 0.000
H -21.0432 -21.9796 -12.6178 2.443 -0.943 -2.952 0.071
H -24.7427 -24.9923 -8.1714 -0.373 -1.014 0.156 0.000
H -22.0877 -14.7559 -10.2898 -0.193 0.333 0.161 0.000
H -23.7858 -23.3769 -12.1103 0.136 -0.044 0.209 0.008
H -18.8852 -21.7365 -13.7622 -0.498 0.265 0.356 0.004
O -23.4277 -26.4379 -7.2271 -0.664 -0.296 0.376 0.000
C -22.9502 -15.3524 -9.9927 -0.907 2.632 0.667 0.000
C -24.2487 -21.5119 -9.6570 -0.126 -0.747 1.544 -0.003
O -20.0539 -24.3030 -11.5904 0.438 -0.621 -0.014 0.000
C -24.8593 -20.3093 -14.1801 -1.302 0.388 0.154 0.006
H -25.4701 -23.3285 -12.4740 -0.327 -0.473 -0.178 0.001
H -25.0973 -15.0098 -9.5170 0.203 -0.411 0.079 0.000
O -22.9578 -16.4683 -10.8203 1.255 -3.388 -1.052 -0.002
O -19.2947 -19.9917 -12.6360 -1.501 0.456 -0.308 0.006
H -25.1568 -20.2742 -15.2281 0.480 -0.401 -0.151 0.001
H -21.8556 -24.5227 -8.5572 0.314 -0.298 -0.196 0.000
H -22.5652 -23.0304 -14.2060 0.273 0.628 0.223 0.001
H -22.6541 -22.7306 -15.9145 0.080 0.149 -0.098 0.001
H -23.6908 -18.7281 -14.3257 -0.326 0.136 -0.026 0.002
B -21.7697 -21.7014 -11.8702 0.248 -0.658 0.634 -0.174
O -21.3320 -21.4462 -14.9480 -0.048 0.657 0.439 -0.008
O -21.8424 -18.5280 -11.6798 0.348 1.854 1.155 -0.038
S -21.7867 -17.5962 -10.5202 -0.881 0.931 0.841 0.001
H -23.9449 -25.5947 -13.1411 0.083 -0.273 -0.377 0.000
C -22.5162 -18.4246 -9.0734 0.520 0.461 -0.397 0.002
C -21.9695 -22.7255 -15.0664 -0.577 -1.162 -0.237 0.001
H -22.5789 -25.7213 -9.6338 -0.039 -0.272 0.210 0.000
C -24.6435 -24.0195 -12.3089 0.842 0.273 -0.693 -0.004
H -25.2990 -28.0285 -8.2490 -0.482 0.139 0.192 0.000
H -21.3808 -20.8944 -11.2688 1.424 2.987 2.240 0.053
H -24.2074 -13.5729 -9.7798 0.291 0.034 -0.127 0.000
H -21.6708 -24.9602 -12.6089 -0.346 -0.451 -0.066 0.001
H -22.8652 -15.5621 -8.9264 0.251 -0.476 -0.009 0.000
H -24.7681 -22.4136 -9.9813 0.262 -0.660 0.838 0.001
H -21.2271 -23.5102 -15.2113 0.135 0.126 -0.017 0.001
H -26.3433 -28.4987 -6.7732 -0.059 0.386 -0.347 0.000
H -23.5778 -24.3613 -7.1261 0.058 -0.249 0.421 0.000
O -24.3320 -20.6554 -10.6987 -0.566 2.303 -1.936 -0.001
H -23.8335 -21.0850 -11.3977 0.005 0.365 -0.220 0.002
S -24.5047 -27.0516 -6.1568 -0.125 -1.216 0.519 0.000
C -23.7188 -25.1704 -7.8428 -0.734 1.512 0.086 0.000
H -20.1669 -25.4104 -13.3598 0.292 0.170 -0.119 0.000
H -22.7427 -21.4272 -12.2475 -3.343 0.760 -2.099 0.078
H -24.7441 -21.0710 -8.7920 -0.214 -0.165 0.049 0.000
H -25.6576 -19.7704 -13.6696 -0.039 -0.180 0.309 0.001
H -20.6503 -26.3003 -11.9580 -0.096 0.151 0.436 0.000
H -21.8725 -22.5366 -11.1948 -0.694 -2.842 2.326 0.008
O -20.5597 -16.9254 -10.0853 -1.834 -1.483 -1.472 0.001
O -23.7565 -27.7678 -5.1162 -1.210 1.669 -2.006 0.000
```
Forces are in eV/Å.